C3H2N3O | ωB97M-V/def2-TZVPD

Geometry (Å):
1 N -0.0408 1.5356 2.9326
2 N 0.1677 1.0878 1.9328
3 C 0.1993 0.4988 0.8117
4 N -1.2795 -0.3437 0.1316
5 C -0.7415 -0.7446 -0.9453
6 C 0.6348 -0.3915 -1.1252
7 O 1.0764 0.2942 -0.1196
8 H -1.3013 -1.3334 -1.6586
9 H 1.2849 -0.6032 -1.9600

Properties
E = -9648.030 eV
Energy above the lowest of the compared OMol25 structures with the same formula, charge and spin = 337.1 kJ/mol
Net charge = +1
Frontier orbital gap (spin up / spin down) = 7.82 / 7.82 eV
HOMO energy (spin up / spin down) = -15.0133 / -15.0124 eV
LUMO energy (spin up / spin down) = -7.2 / -7.2 eV
2S+1 = 1
Structure (SMILES) = N#[N+]c1ncco1

C3H2N4 | ωB97M-V/def2-TZVPD

Geometry (Å):
1 N 0.5244 -0.2387 2.8996
2 C 0.2918 -0.2841 1.7365
3 C 0.0200 -0.1967 0.3213
4 C 0.0554 -0.9884 -0.8146
5 N -0.2068 -0.2025 -1.9074
6 N -0.3046 1.0150 -1.5100
7 N -0.2558 1.0671 -0.1385
8 H 0.1393 -2.0875 -0.9333
9 H -0.2636 1.9158 0.3464

Properties
E = -9101.892 eV
Energy above the lowest of the compared OMol25 structures with the same formula, charge and spin = 96.4 kJ/mol
Frontier orbital gap = 10.58 eV
HOMO energy = -10.5218 eV
LUMO energy = 0.1 eV
2S+1 = 1
Structure (SMILES) = N#Cc1cnn[nH]1

C3H2N4O | ωB97M-V/def2-TZVPD

Geometry (Å):
1 O 1.8734 -0.0218 0.8591
2 C 1.1478 -0.0220 -0.0241
3 N 0.6943 1.0843 -0.5726
4 C -0.4809 1.3568 -0.3535
5 N -1.5439 0.7666 0.4142
6 C -1.4360 -0.5118 0.3802
7 N -0.7110 -1.4447 -0.2419
8 N 0.4922 -1.3007 -0.6704
9 H -0.7031 2.3991 -0.5113
10 H -2.1913 -0.9020 1.1178

Properties
E = -11147.160 eV
Energy above the lowest of the compared OMol25 structures with the same formula, charge and spin = 203.8 kJ/mol
Frontier orbital gap = 8.24 eV
HOMO energy = -10.0267 eV
LUMO energy = -1.8 eV
2S+1 = 1
Structure (SMILES) = O=c1ncncnn1

C3H2N4O | ωB97M-V/def2-TZVPD

Geometry (Å):
1 O 1.5919 1.0099 1.2172
2 C 1.0717 0.6017 0.1821
3 C 1.0591 -0.7278 -0.4261
4 N 0.1694 -1.5612 -0.4238
5 N -0.9666 -1.1476 0.2073
6 C -1.5591 0.0658 0.3042
7 N -1.1146 1.2510 -0.2074
8 N 0.1813 1.4351 -0.6486
9 H 2.0270 -0.9758 -1.0608
10 H -2.4601 0.0491 0.8558

Properties
E = -11145.695 eV
Energy above the lowest of the compared OMol25 structures with the same formula, charge and spin = 345.1 kJ/mol
Frontier orbital gap = 7.92 eV
HOMO energy = -10.0306 eV
LUMO energy = -2.1 eV
2S+1 = 1
Structure (SMILES) = O=c1cnncnn1

C3H2N4O | ωB97M-V/def2-TZVPD

Geometry (Å):
1 O -1.3125 1.0624 -1.3675
2 C -0.6306 0.1823 -0.8709
3 C -1.1493 -0.7975 -0.0079
4 N -0.4209 -1.0473 1.0410
5 N 0.4267 -0.1435 1.5253
6 C 1.2348 0.6058 0.7510
7 N 1.6112 -0.0476 -0.5771
8 N 0.7245 -0.0659 -1.4410
9 H -2.1424 -1.2504 -0.2245
10 H 1.6585 1.5017 1.1716

Properties
E = -11145.838 eV
Energy above the lowest of the compared OMol25 structures with the same formula, charge and spin = 331.3 kJ/mol
Frontier orbital gap = 8.35 eV
HOMO energy = -9.8559 eV
LUMO energy = -1.5 eV
2S+1 = 1
Structure (SMILES) = O=c1cnncnn1

C3H2N4O | ωB97M-V/def2-TZVPD

Geometry (Å):
1 C 1.5528 -0.2554 0.0357
2 C 0.9016 0.8428 -0.1190
3 N -0.4799 0.4476 -0.0016
4 N -1.6548 0.9493 0.1703
5 N -2.5005 -0.0397 0.1327
6 O -1.7433 -1.3625 -0.1786
7 C -0.4313 -0.9531 -0.1157
8 N 0.7237 -1.5029 0.2568
9 H 2.7279 -0.1860 0.0934
10 H 0.9037 2.0600 -0.2739

Properties
E = -11145.992 eV
Energy above the lowest of the compared OMol25 structures with the same formula, charge and spin = 316.5 kJ/mol
Frontier orbital gap = 9.90 eV
HOMO energy = -10.0579 eV
LUMO energy = -0.2 eV
2S+1 = 1
Structure (SMILES) = c1cn2nnoc2n1

C3H2NO2S | ωB97M-V/def2-TZVPD

Geometry (Å):
1 C 1.1692 1.2896 -1.1762
2 C 0.7444 0.2514 1.0849
3 C 0.7368 0.4664 -0.2337
4 N 1.4269 2.2032 -1.9032
5 O -2.8695 -0.7765 -0.1331
6 O -1.1650 -2.5529 -0.2126
7 S -1.5869 -1.2257 -0.7161
8 H 0.0064 -0.3380 1.4950
9 H 1.5377 0.6827 1.7949

Properties
E = -19562.116 eV
Energy above the lowest of the compared OMol25 structures with the same formula, charge and spin = 298.2 kJ/mol
Net charge = -1
Frontier orbital gap (spin up / spin down) = 6.23 / 6.23 eV
HOMO energy (spin up / spin down) = -3.0955 / -3.0961 eV
LUMO energy (spin up / spin down) = 3.1 / 3.1 eV
2S+1 = 1

C3H2NO2Se | ωB97M-V/def2-TZVPD

Geometry (Å):
1 C 0.1306 -0.7647 0.7448
2 C -1.5430 0.2060 -0.3404
3 C 1.2108 -0.0325 0.8520
4 N -1.0332 -0.9429 0.3758
5 O -0.7903 0.6205 -1.3941
6 O -2.6403 0.6592 -0.0545
7 Se 2.5638 -0.2890 -0.5225
8 H 1.7690 0.2423 1.7803
9 H 0.3325 0.3011 -1.4414

Properties
E = -74074.374 eV
Energy above the lowest of the compared OMol25 structures with the same formula, charge and spin = 129.5 kJ/mol
Net charge = -1
Frontier orbital gap = 7.04 eV
HOMO energy = -3.4176 eV
LUMO energy = 3.6 eV
2S+1 = 1

C3H2NO2Se | ωB97M-V/def2-TZVPD

Geometry (Å):
1 C 0.2304 0.7997 1.8761
2 C 1.0425 -1.3753 0.8861
3 C 0.2323 -0.1694 0.8470
4 N 0.1686 1.6198 2.7070
5 O 2.1380 -1.8697 0.7694
6 O -0.1700 -1.5589 1.2106
7 Se -2.1094 1.0884 -3.4706
8 H -0.1223 0.2496 -0.2099
9 H -1.4102 1.2159 -4.6158

Properties
E = -74073.297 eV
Energy above the lowest of the compared OMol25 structures with the same formula, charge and spin = 233.5 kJ/mol
Net charge = -1
Frontier orbital gap = 5.33 eV
HOMO energy = -2.7258 eV
LUMO energy = 2.6 eV
2S+1 = 1

C3H2NO3 | ωB97M-V/def2-TZVPD

Geometry (Å):
1 C -1.3665 0.1164 0.0564
2 C -0.2327 -0.7663 -0.0323
3 C 2.3188 -0.4689 -0.0639
4 N -1.3543 1.3976 0.0693
5 O 3.4357 -0.4736 -0.1130
6 O -1.2103 2.5567 -0.2175
7 O 1.1119 -0.2422 0.0445
8 H -2.4275 -0.2435 0.1102
9 H -0.2751 -1.8761 0.1463

Properties
E = -10761.297 eV
Energy above the lowest of the compared OMol25 structures with the same formula, charge and spin = 200.9 kJ/mol
⟨S²⟩ = 2.053
Net charge = +1
Frontier orbital gap (spin up / spin down) = 8.30 / 9.35 eV
HOMO energy (spin up / spin down) = -13.5363 / -15.5561 eV
LUMO energy (spin up / spin down) = -5.2 / -6.2 eV
2S+1 = 3